Record 1
9
Properties=species:S:1:pos:R:3:forces:R:3 method="wB97M-V/def2-TZVPD" total_charge=+3 homo_energy_ev="-25.5 / -22.9" orbital_gap_ev="9.0 / 5.9" e_lumo_ev="-16.49 / -17.00"
C 0.577434 -1.950125 -0.640392 -0.82 -3.36 0.06
C 1.073116 -0.825829 -0.934816 -2.00 7.41 2.24
O 0.883601 0.391955 -0.687497 1.28 -2.43 -1.18
C -0.529868 0.854316 0.448194 -1.86 -4.33 2.07
O -1.151306 -0.144812 0.784797 2.41 0.11 -2.23
O -0.509102 1.984383 0.849198 0.84 -2.69 -1.09
H 0.725258 -2.976599 -0.947641 -0.27 -0.61 0.26
Bi -0.444140 3.964013 0.823018 0.08 4.93 0.15
H -0.624995 -1.297300 0.305143 0.34 0.97 -0.28

Record 2
9
Properties=species:S:1:pos:R:3:forces:R:3 method="wB97M-V/def2-TZVPD" homo_energy_ev="-8.8 / -8.7" orbital_gap_ev="7.7 / 8.0" e_lumo_ev="-1.09 / -0.76"
C -0.361833 0.441135 -0.457758 1.21 2.03 -1.21
C 0.349400 -0.472372 0.527321 0.74 0.96 -1.74
C -0.562617 0.217653 -2.000319 1.24 -0.71 1.57
Cl 0.620029 2.047388 -0.357200 -0.58 -0.77 0.05
Cl -0.576346 -1.786276 0.988976 0.02 -0.69 0.47
Br -1.878867 -1.021615 -2.417510 -0.32 -0.09 -0.07
Br 0.937792 0.236479 -3.094117 0.18 -0.06 -0.30
H -1.360127 0.791556 -0.264101 -0.43 -0.41 1.29
H 1.495608 -0.459507 0.582262 -2.06 -0.26 -0.05

Record 3
9
Properties=species:S:1:pos:R:3:forces:R:3 method="wB97M-V/def2-TZVPD" homo_energy_ev=-9.5 orbital_gap_ev=9.7 e_lumo_ev=0.21
C 0.205733 0.146167 0.084056 0.45 3.75 -1.04
C 1.326109 0.834877 0.155062 3.04 -3.17 1.54
C 2.980702 -0.453416 0.505241 -3.13 2.55 -0.36
F 3.384250 -0.313947 1.759742 0.10 0.16 0.55
Br 1.895062 2.609820 0.308510 -0.60 -0.63 -0.42
Br 2.430911 -2.243290 0.237686 0.04 -0.22 -0.26
Br 4.274796 0.254558 -0.654026 0.61 -0.17 -0.52
H -0.656579 0.642955 -0.300227 -0.79 0.49 0.17
H 0.073591 -0.838870 0.297282 0.27 -2.77 0.35

Record 4
11
Properties=species:S:1:pos:R:3:forces:R:3 method="wB97M-V/def2-TZVPD" homo_energy_ev=-10.4 orbital_gap_ev=10.5 e_lumo_ev=0.04
C 0.157305 0.902674 -0.482550 3.53 0.01 -0.52
C -0.507858 0.490243 0.794138 -0.46 -0.41 -0.08
C 1.966226 0.656572 -0.468111 -3.45 0.07 0.79
F -0.322193 1.384369 1.779673 0.09 0.23 0.34
F 2.439903 1.140759 -1.602510 0.14 0.08 -0.26
Br -0.097186 2.770304 -0.875795 -0.09 -0.26 -0.04
Br -2.443298 0.372203 0.440004 0.29 -0.14 0.14
Br 2.271292 -1.262887 -0.395179 -0.02 0.27 -0.03
Br 2.742596 1.566609 1.043387 0.08 -0.13 -0.27
H -0.160633 0.296394 -1.330854 0.02 0.11 0.16
H -0.182094 -0.495875 1.145977 -0.12 0.18 -0.22

Record 5
9
Properties=species:S:1:pos:R:3:forces:R:3 method="wB97M-V/def2-TZVPD" homo_energy_ev=-9.7 orbital_gap_ev=10.3 e_lumo_ev=0.56 smiles="ClC1=C(Cl)C1Cl.Br"
Cl 0.737680 0.647011 -2.304169 0.24 -0.08 -0.42
C -0.305979 0.504555 -1.029687 -1.18 0.25 2.99
C -0.727436 0.963435 0.139749 0.95 -1.43 -1.26
Cl -0.528477 1.876613 1.518461 0.05 0.62 0.23
C -1.270878 -0.366433 -0.176668 0.38 1.00 -1.99
Cl -0.751248 -1.863715 0.617492 0.00 0.29 -0.04
H -2.252883 -0.405942 -0.619727 -0.41 -0.66 0.49
Br 3.088689 -0.802982 0.591303 3.74 -0.83 -2.32
H 2.010536 -0.552544 1.263248 -3.76 0.83 2.33

Record 6
7
Properties=species:S:1:pos:R:3:forces:R:3 method="wB97M-V/def2-TZVPD" homo_energy_ev=-10.6 orbital_gap_ev=11.1 e_lumo_ev=0.55 smiles=C#C[C@@H](F)Br
C -0.796422 -0.591138 0.788771 -0.40 0.03 -0.34
C -0.014835 0.028690 0.129031 4.59 1.69 -0.84
C 1.483606 0.745008 -0.351330 -4.13 -1.57 0.41
F 1.591769 1.914809 0.290298 0.17 0.14 0.16
Br 2.944316 -0.423870 0.065560 -0.17 0.09 -0.03
H -1.595050 -1.112835 1.233330 -0.31 -0.23 0.31
H 1.415089 0.916925 -1.429735 0.25 -0.15 0.32

Record 7
7
Properties=species:S:1:pos:R:3:forces:R:3 method="wB97M-V/def2-TZVPD" s_squared=2.008 homo_energy_ev="-5.9 / -8.8" orbital_gap_ev="5.4 / 6.5" multiplicity=3 e_lumo_ev="-0.46 / -2.30"
C -1.470744 -0.374716 -0.192180 -2.49 -0.92 0.55
C 0.020816 -0.025197 -0.175278 -4.65 -1.05 0.06
C -3.063240 -0.754514 -0.114754 7.58 1.32 -0.78
F -3.362737 -2.040468 -0.188392 -0.46 0.79 0.12
Br -4.373440 0.484088 -0.515535 -0.23 -0.34 0.15
H 0.487350 0.060661 -1.130160 0.18 0.08 -0.34
H 0.472805 0.173483 0.772950 0.08 0.11 0.24

Record 8
11
Properties=species:S:1:pos:R:3:forces:R:3 method="wB97M-V/def2-TZVPD" homo_energy_ev=-10.5 orbital_gap_ev=8.9 e_lumo_ev=-1.53 smiles="O=C(I)COC(=O)OBr"
O 0.803062 -1.926353 -0.867375 4.57 6.86 4.95
C 1.445306 -0.955126 -0.174160 -4.25 -4.40 -4.04
I 3.220423 -1.352049 1.112884 -1.39 0.23 -1.01
C 0.942666 0.633495 -0.204175 1.77 0.43 -0.28
O -0.071899 0.835595 0.841642 -3.11 -1.19 -2.05
C -1.444019 0.707394 0.326008 -2.74 2.65 -5.28
O -1.902177 1.350874 -0.751163 3.70 -4.02 7.02
O -2.436394 -0.154391 1.049314 3.36 1.65 -1.41
Br -3.060519 -1.420608 -0.156122 0.11 0.39 0.42
H 0.625998 0.973262 -1.278270 0.16 -0.99 2.13
H 1.877553 1.307907 0.101418 -2.18 -1.60 -0.45

Record 9
8
Properties=species:S:1:pos:R:3:forces:R:3 method="wB97M-V/def2-TZVPD" homo_energy_ev=-9.7 orbital_gap_ev=8.1 e_lumo_ev=-1.60
C 1.023919 -0.663995 0.600500 -0.11 -0.02 2.07
C -0.994539 0.623831 0.070439 1.20 2.31 0.52
C 0.057794 -0.344318 -0.402996 1.34 1.71 0.18
N 1.627549 -0.902531 1.547499 0.32 -0.09 -0.22
S -0.622953 2.154918 0.513639 -0.54 -1.45 -0.51
Br 1.256288 0.116222 -1.865457 -0.38 0.54 -0.72
H -1.994760 0.246819 0.197897 -0.27 -0.28 -0.15
H -0.353299 -1.230946 -0.661521 -1.57 -2.72 -1.17

Record 10
9
Properties=species:S:1:pos:R:3:forces:R:3 method="wB97M-V/def2-TZVPD" homo_energy_ev=-8.0 orbital_gap_ev=8.2 e_lumo_ev=0.22
C 0.332177 0.701540 0.080954 0.96 2.02 -0.29
C 0.595595 -0.620698 0.050767 1.15 1.29 -0.47
C 2.578865 1.000630 0.046820 -1.15 -2.65 -0.25
N 1.466907 1.500934 0.007761 1.10 0.07 0.25
N 1.852692 -0.905960 -0.163731 2.36 1.52 0.34
Cl 4.224441 1.108529 0.005153 -0.34 0.16 -0.17
Cl 2.508955 -2.448968 0.065273 -0.20 0.05 0.13
H -0.491081 1.328106 -0.059884 -1.81 -0.21 0.26
H -0.132492 -1.312049 0.175671 -2.07 -2.25 0.20

Record 11
9
Properties=species:S:1:pos:R:3:forces:R:3 method="wB97M-V/def2-TZVPD" homo_energy_ev="-8.5 / -8.5" orbital_gap_ev="7.2 / 7.2" e_lumo_ev="-1.29 / -1.29"
C 0.059569 1.124371 0.239731 2.53 1.69 -1.54
C -0.692556 -0.968213 0.243049 0.25 -0.84 -1.07
C -0.702820 1.590007 1.214699 -1.61 -1.82 0.18
N 0.211206 -0.148949 -0.219776 1.41 2.07 -0.03
N -1.729528 -0.525105 0.818038 -1.12 1.70 1.56
Cl -1.819471 2.417964 2.072595 0.68 0.11 -0.56
Cl -2.960922 -1.536114 1.407763 0.28 -0.14 0.02
H 0.863296 1.866149 -0.236138 -1.86 -1.26 1.25
H -0.436347 -1.948380 -0.062376 -0.57 -1.50 0.19

Record 12
9
Properties=species:S:1:pos:R:3:forces:R:3 method="wB97M-V/def2-TZVPD" homo_energy_ev="-8.2 / -8.2" orbital_gap_ev="7.5 / 7.5" e_lumo_ev="-0.70 / -0.70"
C -0.212651 0.837251 -0.025095 -0.71 -0.15 -0.51
C 0.969575 0.051778 -0.110728 0.81 -0.72 -0.03
C 0.175253 3.236159 0.097471 -0.04 -0.22 0.74
N -0.160006 2.112086 -0.169405 0.07 0.19 0.56
N 2.098718 0.623621 -0.282043 -0.05 0.49 -0.13
Cl 0.354603 4.617731 -0.773370 0.08 0.64 -0.76
Cl 3.469960 -0.382223 -0.397048 -0.12 -0.26 0.11
H -1.173086 0.366050 0.090283 -0.16 -0.02 0.04
H 0.846611 -1.029517 -0.021302 0.11 0.06 0.00

Record 13
11
Properties=species:S:1:pos:R:3:forces:R:3 method="wB97M-V/def2-TZVPD" homo_energy_ev="-9.5 / -10.3" orbital_gap_ev="8.1 / 9.6" e_lumo_ev="-1.34 / -0.70"
C -0.542719 0.534081 0.631132 -0.37 -0.03 0.05
C 1.243645 0.308387 -0.365544 2.58 0.55 1.31
C 3.843826 -0.298770 0.045799 -1.10 -0.07 -3.71
N 0.786820 0.767448 0.781582 0.54 -0.29 -0.96
N -0.858876 -0.076864 -0.462139 -1.33 -0.12 -0.66
N 0.314987 -0.229176 -1.130485 -2.28 -0.62 -1.94
F 4.099969 -1.243366 -0.925257 -0.13 1.45 1.09
F 3.780920 -0.874219 1.161289 0.06 -0.53 2.06
Cl 4.784964 1.140224 -0.099147 -0.17 -0.53 0.18
H -1.372772 0.844926 1.228867 0.20 0.14 0.87
H 0.024916 -0.362916 -2.144453 2.02 0.05 1.72

Record 14
11
Properties=species:S:1:pos:R:3:forces:R:3 method="wB97M-V/def2-TZVPD" homo_energy_ev=-10.4 orbital_gap_ev=10.5 e_lumo_ev=0.08
N 1.983498 -2.109415 -0.511847 0.19 -2.64 -0.25
C 1.849437 -0.998362 -0.348247 -0.14 2.77 0.22
C 1.725191 0.364611 -0.212447 0.40 1.40 0.24
N 1.902476 1.521073 -0.170753 -0.41 -2.54 -0.48
O 2.015975 2.686401 -0.197263 0.10 1.08 0.25
O -1.879109 1.098793 -0.522555 -0.84 -0.31 2.65
N -1.237483 -0.073268 -0.693682 0.46 -1.43 1.32
C -1.261626 -0.941993 0.256974 -2.24 3.76 -0.70
Cl -2.219226 -0.832030 1.754485 0.54 0.30 -0.78
H -2.175345 1.053382 0.468057 0.18 0.65 -2.15
H -0.703788 -1.769196 0.177282 1.76 -3.04 -0.30

Record 15
8
Properties=species:S:1:pos:R:3:forces:R:3 method="wB97M-V/def2-TZVPD" homo_energy_ev="-8.4 / -8.4" orbital_gap_ev="6.5 / 6.5" e_lumo_ev="-1.89 / -1.89"
C 0.169522 -1.048784 0.005725 1.11 4.01 0.14
C -1.050898 1.031073 -0.094194 -3.21 0.92 -0.01
C 1.344819 -0.481869 0.100372 -1.98 1.59 -0.59
N -0.258316 1.948186 -0.113632 2.52 -1.31 0.12
O -1.026826 -0.354520 -0.080846 -0.01 -0.98 0.01
Cl 2.952957 -0.447476 0.014613 0.39 -0.14 0.07
H 0.055599 -2.025433 0.254319 -0.68 -2.92 0.29
H -2.186858 1.378820 -0.086354 1.86 -1.17 -0.04

Record 16
8
Properties=species:S:1:pos:R:3:forces:R:3 method="wB97M-V/def2-TZVPD" s_squared=2.011 homo_energy_ev="-6.6 / -11.6" orbital_gap_ev="7.4 / 9.1" multiplicity=3 e_lumo_ev="0.79 / -2.42"
C 0.163609 0.755713 1.404345 0.16 -0.04 5.14
C -1.216590 -2.564986 -2.051077 -3.57 -2.51 0.22
C -0.010206 -2.184240 -2.067351 2.81 2.38 -0.25
N 0.023387 0.889464 0.290522 -0.12 0.04 -2.02
O -2.379366 -2.751364 -1.957368 -0.78 -0.30 -0.05
Cl 1.557102 -2.875764 -2.394146 0.68 -1.11 -0.16
H 0.218599 0.724268 2.577439 -0.03 -0.05 -3.15
H 0.122772 -1.142518 -2.038449 0.86 1.59 0.29

Record 17
10
Properties=species:S:1:pos:R:3:forces:R:3 method="wB97M-V/def2-TZVPD" s_squared=2.018 homo_energy_ev="-7.8 / -10.6" orbital_gap_ev="7.6 / 7.4" multiplicity=3 e_lumo_ev="-0.19 / -3.24"
C -1.102164 0.908522 0.191011 -0.69 -3.01 1.17
C 1.206466 -1.118861 -0.139325 1.94 0.77 -0.08
C -1.534568 -0.199283 0.657540 -1.41 0.05 -0.98
N 1.935887 -0.554033 -0.874914 0.94 0.78 -1.93
O 0.714715 -1.797710 0.633333 -2.12 -1.96 1.89
O 1.036998 2.039406 -0.457216 1.80 -0.24 0.16
S -0.414080 2.275644 -0.391221 -0.80 3.50 -1.46
Cl -2.325623 -1.532283 -0.303320 0.39 0.48 -0.03
H -1.809673 -0.400117 1.658573 0.34 -0.28 1.14
H 2.292044 0.378712 -0.974460 -0.37 -0.09 0.12

Record 18
10
Properties=species:S:1:pos:R:3:forces:R:3 method="wB97M-V/def2-TZVPD" total_charge=+1 s_squared=6.091 homo_energy_ev="-11.8 / -12.0" orbital_gap_ev="7.1 / 7.3" multiplicity=5 e_lumo_ev="-4.73 / -4.70"
O -1.324848 -1.049981 1.655647 0.94 -1.54 -0.71
O -0.242658 -0.197280 -0.683155 0.87 -0.79 -0.97
C 0.359961 0.153987 -1.841711 -0.67 -0.53 0.89
C 0.270965 0.291169 0.565950 -0.73 2.47 -0.74
O 1.334733 0.941082 -1.744829 0.73 0.67 0.94
C -0.643369 0.126030 1.549472 2.43 -1.04 1.13
Li -0.445601 -0.729320 -3.548976 0.03 0.10 0.14
H -0.542755 0.618897 2.520834 -0.18 0.29 -0.34
H -0.614849 -1.746212 1.414102 -2.22 1.38 0.37
Cr 1.848421 1.591626 0.112663 -1.21 -1.02 -0.70

Record 19
10
Properties=species:S:1:pos:R:3:forces:R:3 method="wB97M-V/def2-TZVPD" s_squared=2.016 homo_energy_ev="-5.8 / -8.6" orbital_gap_ev="4.9 / 7.5" multiplicity=3 e_lumo_ev="-0.89 / -1.05"
O -0.511739 -1.482340 2.373129 0.27 -0.20 -0.46
C -0.748603 -2.119603 1.429435 -0.64 0.32 -0.04
O 1.362398 -0.537630 -0.842773 1.73 -1.32 -0.53
C 1.371749 0.678730 -0.644194 -2.73 3.92 0.57
C 0.047026 1.453926 -0.459197 5.16 -0.20 -0.56
O -1.034513 0.863583 -0.493639 -2.46 0.68 -0.05
Cu -0.434628 -0.908594 -0.478544 -1.34 -2.91 0.81
H 2.261903 1.306683 -0.607093 0.37 -0.21 -0.05
H 0.173616 2.532933 -0.370038 -0.37 0.21 0.12
Li -2.487207 -1.787688 0.092914 0.00 -0.29 0.19

Record 20
10
Properties=species:S:1:pos:R:3:forces:R:3 method="wB97M-V/def2-TZVPD" total_charge=-1 homo_energy_ev=-3.5 orbital_gap_ev=6.6 e_lumo_ev=3.13
H -1.853434 0.713899 0.772443 0.18 -1.08 -1.73
C -0.027521 1.363932 0.754984 1.93 -0.70 -1.46
C -0.891359 0.449838 0.205283 -1.23 1.38 1.88
O -0.404549 -0.850490 0.140002 -0.48 -0.43 0.75
C 0.013027 -1.348121 -1.122875 -1.21 0.83 -0.86
O -0.758847 -1.267594 -2.070682 0.42 -0.27 0.46
O 1.181078 -1.797208 -1.054686 1.20 -0.44 0.62
Cu 1.832176 -0.781572 0.715006 -0.87 0.43 -0.79
O 1.214468 1.093091 1.067078 0.20 0.49 0.11
H -0.305040 2.424225 0.593449 -0.15 -0.21 1.02